(1)
Formula: FHfMnO8P2
Source: OMol25
Level of theory: ωB97M-V with the def2-TZVPD basis set

Each line ends with the Löwdin spin population.
Element x y z (Å)
Mn  -1.920  -0.774  -1.921  3.636
Hf  0.921  0.557  1.142  0.818
F  -0.097  -0.217  -1.017  0.079
P  3.415  1.518  0.091  0.017
O  4.007  2.869  -0.246  0.002
O  2.497  2.039  1.354  0.037
O  4.546  0.582  0.379  0.024
O  2.178  1.073  -0.805  0.032
P  -3.247  -1.619  0.175  0.004
O  -4.697  -1.504  0.443  0.019
O  -2.571  -2.425  -1.021  -0.083
O  -2.483  -1.866  1.515  0.374
O  -2.548  -0.234  -0.089  0.039

Its spin multiplicity is 6. The frontier orbital gap (alpha / beta) is 3.63 / 3.82 eV. As for the total energy: -2583.59664 a.u. Its net charge is -1.


(2)
Formula: C2H7NO
Source: OMol25
Level of theory: ωB97M-V with the def2-TZVPD basis set

Each line ends with the Löwdin spin population.
Element x y z (Å)
C  -1.877  0.717  0.785  0.002
N  -1.125  0.488  -0.293  -0.004
H  -1.798  0.297  1.711  0.000
H  -2.633  1.493  0.858  0.000
H  -1.127  1.077  -1.105  0.000
H  -0.353  -0.319  -0.286  0.000
C  1.956  -0.236  -0.335  0.101
O  0.837  -1.055  -0.103  0.820
H  2.459  -0.248  0.638  0.045
H  2.546  -0.846  -1.028  0.039
H  1.618  0.684  -0.613  -0.002

Its spin multiplicity is 2. The frontier orbital gap (alpha / beta) is 11.03 / 9.05 eV. As for the total energy: -210.00469 a.u. Its net charge is +1. The energy above the lowest of the compared OMol25 structures with the same formula, charge and spin comes out at 1.992 eV.


(3)
Formula: C9H8N2S
Source: OMol25
Level of theory: ωB97M-V with the def2-TZVPD basis set

Each line ends with the natural charge from an NBO analysis.
Element x y z (Å)
C  3.659  -0.034  0.075  -0.253
C  2.521  -0.950  -0.057  -0.372
C  -2.777  1.749  -0.686  -0.093
C  -2.297  0.606  -1.029  -0.081
C  3.269  1.266  0.214  -0.435
C  -2.143  0.867  1.126  0.206
C  1.389  -0.253  0.302  -0.238
C  -1.038  -2.490  0.076  -0.460
C  -1.099  -1.156  0.191  0.360
N  -2.752  1.904  0.683  -0.419
N  -1.759  0.001  0.114  -0.455
S  1.578  1.356  0.613  0.425
H  4.599  -0.412  -0.379  0.223
H  2.601  -1.961  -0.323  0.222
H  -3.325  2.532  -1.301  0.224
H  -2.161  0.172  -2.081  0.236
H  3.787  2.248  0.206  0.241
H  -2.065  0.669  2.123  0.202
H  -1.886  -3.170  -0.184  0.227
H  -0.101  -2.943  0.319  0.241

The frontier orbital gap (alpha / beta) is 8.28 / 7.49 eV. As for the total energy: -855.21949 a.u. The energy above the lowest of the compared OMol25 structures with the same formula, charge and spin comes out at 6.595 eV.


(4)
Formula: C33H62BrClF2I2N3O12P2S
Source: OMol25
Level of theory: ωB97M-V with the def2-TZVPD basis set

Each line ends with the Löwdin charge.
Element x y z (Å)
C  0.867  -3.594  0.463  -0.083
O  0.377  -2.404  -0.127  -0.204
C  0.479  -1.230  0.642  -0.210
C  -0.786  -0.343  0.529  -0.172
C  -1.869  -0.952  -0.342  -0.189
C  -3.036  -0.034  -0.711  -0.209
C  -4.138  0.377  0.292  -0.331
C  -4.629  -0.862  1.120  -0.106
C  -4.137  -1.370  2.477  -0.794
O  -4.690  -1.027  3.492  -0.022
I  -2.810  -3.039  2.708  0.957
N  -3.621  1.541  1.087  0.034
C  -3.970  1.715  2.536  -0.134
C  -2.806  1.467  3.503  -0.054
C  -1.803  2.578  3.585  -0.544
O  -0.600  2.423  3.531  0.104
O  -2.396  3.781  3.696  0.106
C  -3.953  2.760  0.484  -0.374
N  -3.008  3.570  0.073  -0.036
C  -3.354  4.809  -0.670  -0.144
C  -2.267  5.366  -1.577  -0.187
F  -2.939  6.264  -2.396  -0.017
P  -1.269  3.326  0.362  0.820
O  -0.710  4.569  0.912  -0.332
N  -5.276  3.110  0.356  -0.085
C  -5.726  4.288  1.101  -0.082
C  -6.189  5.435  0.239  -0.481
O  -6.381  5.444  -0.938  0.143
F  -6.389  6.499  1.013  0.154
C  -6.205  1.992  0.128  -0.854
Cl  -6.998  1.491  1.653  0.814
P  -7.732  2.661  -0.836  0.371
S  -9.218  1.459  -1.121  0.276
C  -5.426  0.821  -0.553  -0.533
I  -4.759  1.846  -2.475  1.181
C  -6.264  -0.326  -1.190  -0.268
C  -7.009  -1.537  -0.554  -0.292
C  -7.956  -1.453  0.622  -0.643
Br  -8.671  -3.248  0.935  0.674
H  1.549  -3.394  1.286  0.089
H  0.047  -4.226  0.805  0.072
H  1.413  -4.151  -0.294  0.085
H  0.680  -1.456  1.689  0.115
H  1.338  -0.658  0.285  0.122
H  -1.124  -0.113  1.533  0.081
H  -0.464  0.570  0.029  0.078
H  -2.204  -1.933  -0.024  0.067
H  -1.391  -1.141  -1.302  0.129
H  -3.536  -0.548  -1.527  0.086
H  -2.572  0.873  -1.091  0.050
H  -5.665  -0.686  1.359  0.051
H  -4.596  -1.692  0.426  0.110
H  -4.272  2.744  2.711  0.112
H  -4.810  1.122  2.847  0.061
H  -2.289  0.535  3.333  0.106
H  -3.277  1.384  4.485  0.151
H  -1.682  4.433  3.787  0.143
H  -4.189  4.543  -1.315  0.071
H  -3.670  5.579  0.023  0.135
H  -1.829  4.600  -2.215  0.114
H  -1.499  5.905  -1.033  0.117
H  -1.237  2.208  1.175  0.014
H  -0.831  3.003  -0.925  0.050
H  -6.538  4.053  1.786  0.122
H  -4.921  4.670  1.726  0.147
H  -7.250  3.332  -1.954  -0.046
H  -8.088  3.681  0.050  -0.010
H  -5.581  -0.802  -1.892  0.086
H  -6.980  0.161  -1.844  0.026
H  -6.306  -2.335  -0.336  0.083
H  -7.595  -1.933  -1.382  0.113
H  -7.510  -1.197  1.568  0.007
H  -8.826  -0.835  0.454  0.005
C  4.378  -3.115  -4.276  -0.112
O  5.275  -3.810  -3.442  -0.188
C  5.197  -3.427  -2.083  -0.208
C  5.507  -4.581  -1.159  -0.181
O  4.469  -5.538  -1.051  -0.130
C  4.245  -6.426  -2.135  -0.185
C  5.292  -7.502  -2.298  -0.208
O  6.484  -6.983  -2.855  -0.195
C  7.641  -7.681  -2.453  -0.109
H  4.653  -2.058  -4.373  0.087
H  4.420  -3.580  -5.258  0.090
H  3.351  -3.183  -3.898  0.085
H  4.197  -3.041  -1.847  0.122
H  5.929  -2.629  -1.899  0.111
H  5.600  -4.164  -0.152  0.127
H  6.463  -5.042  -1.414  0.125
H  4.098  -5.885  -3.072  0.121
H  3.307  -6.929  -1.889  0.127
H  4.889  -8.274  -2.969  0.130
H  5.490  -7.962  -1.323  0.127
H  7.702  -7.754  -1.361  0.088
H  8.501  -7.121  -2.814  0.089
H  7.672  -8.690  -2.880  0.089
C  7.698  0.869  -1.994  -0.106
O  6.702  1.057  -1.012  -0.194
C  6.513  -0.072  -0.179  -0.211
C  6.107  0.329  1.220  -0.189
O  7.152  0.865  2.006  -0.119
C  7.575  2.194  1.756  -0.181
C  6.635  3.261  2.264  -0.203
O  5.483  3.380  1.444  -0.196
C  4.345  3.814  2.147  -0.118
H  7.386  0.139  -2.750  0.085
H  7.863  1.829  -2.477  0.089
H  8.640  0.535  -1.545  0.091
H  7.428  -0.673  -0.127  0.129
H  5.714  -0.692  -0.610  0.112
H  5.813  -0.587  1.738  0.127
H  5.238  0.992  1.197  0.120
H  7.806  2.350  0.701  0.123
H  8.504  2.297  2.321  0.130
H  7.171  4.219  2.267  0.130
H  6.347  3.023  3.294  0.126
H  4.155  3.187  3.026  0.087
H  3.495  3.735  1.471  0.080
H  4.442  4.858  2.470  0.089

The frontier orbital gap is 6.22 eV. As for the total energy: -7271.55933 a.u. Its net charge is +1.


(5)
Formula: C35H35CeI2N4O3P2Te
Source: OMol25
Level of theory: ωB97M-V with the def2-TZVPD basis set

Each line ends with the Löwdin charge.
Element x y z (Å)
Ce  0.047  2.322  0.896  0.775
Te  0.849  -1.665  1.808  1.441
C  1.379  -3.472  0.951  -0.550
C  2.352  -4.319  1.506  -0.116
C  2.654  -5.449  0.791  -0.150
N  2.092  -5.809  -0.380  0.068
C  1.181  -4.965  -0.882  -0.147
C  0.814  -3.785  -0.268  -0.167
C  -0.027  -0.553  0.241  -0.941
P  1.099  0.241  -0.806  0.863
C  2.743  -0.521  -0.579  -0.420
C  3.595  0.216  0.228  -0.121
C  4.896  -0.209  0.411  -0.058
C  5.336  -1.336  -0.282  -0.052
C  4.474  -2.084  -1.099  -0.043
C  3.148  -1.683  -1.188  -0.106
C  0.742  0.152  -2.587  -0.407
C  -0.429  -0.417  -2.996  -0.121
C  -1.095  -0.254  -4.269  -0.172
C  -1.220  0.899  -4.917  -0.330
C  1.599  1.857  -4.158  -0.375
C  1.793  0.799  -3.374  -0.258
P  -1.693  -0.068  0.572  0.884
C  -3.002  -0.293  -0.639  -0.376
C  -3.137  -1.275  -1.597  -0.124
C  -4.258  -1.319  -2.392  -0.058
C  -5.241  -0.343  -2.213  -0.073
C  -5.125  0.652  -1.268  -0.067
C  -3.978  0.684  -0.464  -0.137
C  -2.333  -1.212  1.856  -0.404
C  -2.422  -2.557  1.522  -0.150
C  -2.901  -3.467  2.419  -0.066
C  -3.346  -3.035  3.667  -0.057
C  -3.195  -1.705  4.042  -0.061
C  -2.716  -0.783  3.129  -0.090
H  2.809  -4.096  2.466  0.102
H  3.388  -6.148  1.216  0.114
H  0.749  -5.307  -1.821  0.110
H  0.075  -3.107  -0.692  0.075
H  3.253  1.149  0.667  0.072
H  5.580  0.390  0.963  0.099
H  6.375  -1.630  -0.209  0.108
H  4.829  -2.915  -1.673  0.109
H  2.460  -2.228  -1.856  0.122
H  -0.967  -0.988  -2.270  0.043
H  -1.650  -1.120  -4.670  0.130
H  -1.737  1.087  -5.847  0.064
H  2.381  2.323  -4.778  0.051
H  2.768  0.326  -3.219  0.110
H  -2.362  -2.038  -1.659  0.102
H  -4.339  -2.045  -3.189  0.112
H  -6.182  -0.365  -2.770  0.115
H  -5.842  1.471  -1.181  0.119
H  -3.859  1.472  0.258  0.072
H  -2.092  -2.847  0.528  0.094
H  -2.999  -4.525  2.108  0.126
H  -3.750  -3.766  4.337  0.103
H  -3.455  -1.310  5.020  0.113
H  -2.580  0.246  3.412  0.085
I  -0.412  2.629  -4.036  1.552
C  -2.567  2.817  -3.245  -0.865
I  -2.254  3.861  -1.351  0.928
H  -2.861  1.780  -2.969  -0.050
H  -3.419  3.342  -3.748  -0.018
N  1.393  4.053  -0.577  -0.051
N  1.297  5.283  0.082  0.015
C  0.362  5.431  1.179  -0.693
O  0.465  6.394  1.880  0.112
O  -0.460  4.447  1.288  -0.252
H  2.370  3.780  -0.744  0.126
H  0.953  4.104  -1.485  0.041
H  2.179  5.773  0.216  0.149
N  3.144  3.226  3.853  0.215
C  2.078  2.673  3.272  -0.481
O  2.145  2.352  2.068  -0.120
C  0.833  2.443  4.065  -0.147
C  -0.131  1.597  3.232  -0.261
H  4.020  3.312  3.342  0.138
H  3.058  3.595  4.827  0.159
H  0.387  3.440  4.237  0.146
H  1.084  2.035  5.040  0.127
H  -1.180  1.819  3.333  0.043
H  -0.008  0.546  3.416  0.002

The frontier orbital gap (alpha / beta) is 5.89 / 5.87 eV. As for the total energy: -3820.26839 a.u. Its net charge is +1. The energy above the lowest of the compared OMol25 structures with the same formula, charge and spin comes out at 6.838 eV.


Q: Which formula does entry 1 have?
A: FHfMnO8P2